This record from the OMol25 dataset describes CH6N2 in the gas phase. The level of theory is the ωB97M-V functional and the def2-TZVPD basis.

Values from the calculation:
HOMO-LUMO gap (eV): 10.205
Electronic energy (Eh): -151.196131
Structure (SMILES): NCN
Energy relative to the best compared isomer or geometry (same formula, charge and spin) (kJ/mol): 7.48
HOMO level (eV): -8.999

Geometry as XYZ:
```
9
Properties=species:S:1:pos:R:3:nbo_charge:R:1
N 1.002 0.698 -0.220 -0.859
C 0.014 -0.332 -0.501 -0.058
N -1.139 -0.423 0.381 -0.849
H 0.590 1.574 0.058 0.352
H 1.745 0.430 0.408 0.360
H -0.351 -0.182 -1.513 0.168
H 0.546 -1.277 -0.520 0.181
H -0.983 -0.989 1.208 0.355
H -1.424 0.500 0.698 0.349
```